Below is a cluster of 11 separate species, C62H128F18N3O20P2S6 in total at a distorted geometry, with properties calculated with ωB97M-V with the def2-TZVPD basis set.

LUMO level (alpha / beta) ... -0.77 / -3.54 eV
Spin multiplicity ... 2
Net charge ... 0
HOMO energy (alpha / beta) ... -0.24645 / -0.24631 Ha
Total energy ... -244283.98469 eV

The geometry in XYZ format:
```
239
C62H128F18N3O20P2S6 ωB97M-V with the def2-TZVPD basis set
S -18.152 -17.297 -12.233
S -16.733 -8.986 -8.392
S -13.683 -19.376 -11.937
S -13.488 -14.397 -11.809
S -19.618 -16.583 -4.666
S -12.617 -12.140 -4.458
P -7.652 -13.040 -2.412
P -23.716 -16.480 -8.080
F -19.372 -9.588 -8.710
F -20.132 -14.036 -4.403
F -10.749 -10.658 -5.714
F -18.497 -10.822 -7.185
F -15.027 -12.365 -12.432
F -14.208 -12.235 -10.427
F -20.176 -15.670 -11.664
F -10.655 -12.856 -6.199
F -19.584 -14.962 -2.569
F -18.873 -8.732 -6.693
F -12.876 -11.818 -12.078
F -19.843 -15.884 -13.766
F -21.526 -15.438 -3.315
F -15.529 -19.066 -9.799
F -18.459 -14.609 -12.644
F -12.137 -11.678 -7.075
F -13.694 -20.139 -9.218
F -15.291 -21.035 -10.458
O -16.365 -20.638 -5.826
O -11.794 -11.848 -3.264
O -13.109 -14.760 -13.146
O -16.898 -17.205 -13.014
O -14.658 -19.402 -13.045
O -13.503 -24.685 -8.171
O -14.696 -15.139 -11.505
O -16.473 -9.807 -9.550
O -19.632 -17.666 -3.726
O -16.872 -7.588 -8.680
O -13.264 -18.020 -11.688
O -12.957 -13.553 -4.533
O -13.782 -11.235 -4.694
O -18.277 -16.163 -5.096
O -15.802 -9.226 -7.288
O -20.529 -16.827 -5.778
O -17.810 -17.151 -10.827
O -12.389 -14.556 -10.821
O -18.986 -18.513 -12.558
O -12.556 -20.315 -12.192
N -14.406 -22.566 -6.132
N -15.493 -14.834 -7.589
N -18.633 -9.437 -14.081
C -17.490 -9.634 -13.164
C -5.317 -13.555 -0.749
C -16.827 -8.948 -15.985
C -10.238 -16.851 -4.346
C -19.408 -10.767 -14.497
C -3.377 -14.189 0.789
C -23.655 -19.337 -7.726
C -21.859 -12.246 -6.993
C -7.398 -11.309 -4.747
C -22.413 -12.547 -8.428
C -9.771 -15.021 -2.579
C -22.792 -18.051 -7.602
C -19.653 -8.480 -13.303
C -14.837 -24.105 -8.081
C -8.885 -14.007 -3.376
C -13.126 -15.769 -6.981
C -17.771 -14.031 -8.560
C -14.017 -21.170 -5.562
C -24.366 -16.720 -9.785
C -14.918 -22.661 -7.610
C -15.996 -16.283 -7.677
C -13.573 -25.995 -8.741
C -11.448 -11.812 -5.982
C -7.922 -9.731 1.901
C -15.269 -20.463 -4.971
C -6.636 -10.293 -5.519
C -22.979 -20.712 -7.350
C -6.670 -14.060 -1.405
C -15.129 -17.266 -6.796
C -21.112 -10.436 -12.703
C -14.525 -19.944 -10.215
C -8.487 -11.838 -1.316
C -23.126 -18.264 -13.072
C -24.036 -17.617 -12.086
C -23.332 -13.754 -8.372
C -4.750 -14.652 0.211
C -17.542 -19.961 -5.269
C -16.220 -13.987 -8.723
C -7.794 -11.284 -0.077
C -23.875 -21.896 -7.210
C -6.621 -11.879 -3.499
C -18.488 -9.555 -7.687
C -13.627 -17.204 -7.108
C -23.386 -16.936 -10.881
C -10.803 -15.864 -3.329
C -20.295 -15.112 -3.672
C -26.768 -16.266 -4.273
C -18.219 -8.589 -15.355
C -13.958 -14.811 -7.888
C -18.469 -13.071 -9.547
C -13.932 -12.541 -11.700
C -25.684 -15.231 -4.646
C -5.478 -10.982 -6.356
C -15.767 -14.200 -6.158
C -25.100 -16.212 -6.935
C -22.608 -15.017 -8.145
C -8.711 -10.314 0.679
C -16.613 -8.316 -17.346
C -24.571 -15.730 -5.562
C -20.098 -11.438 -13.297
C -20.436 -9.126 -12.221
C -19.201 -15.729 -12.620
H -19.042 -7.654 -12.938
H -15.971 -8.513 -15.469
H -9.716 -16.425 -5.203
H -18.376 -20.010 -5.970
H -27.682 -15.779 -3.932
H -21.788 -15.228 -8.831
H -21.581 -12.679 -9.120
H -9.063 -9.569 -0.034
H -24.721 -21.788 -6.531
H -21.158 -11.424 -7.141
H -16.655 -10.024 -15.997
H -2.995 -15.005 1.402
H -16.988 -16.313 -7.225
H -17.296 -8.657 -18.124
H -22.428 -18.924 -12.558
H -5.046 -10.255 -7.044
H -23.946 -16.465 -5.053
H -11.486 -15.252 -3.919
H -25.324 -14.902 -3.672
H -22.751 -17.495 -13.747
H -18.635 -11.421 -14.902
H -16.827 -14.287 -5.920
H -18.924 -12.220 -9.039
H -24.529 -16.814 -12.634
H -17.857 -12.776 -10.399
H -25.195 -17.421 -9.694
H -13.593 -23.163 -6.078
H -23.966 -13.884 -9.249
H -22.541 -17.566 -10.603
H -8.685 -10.936 -1.896
H -14.200 -22.081 -8.189
H -15.470 -18.271 -7.044
H -6.148 -9.521 -4.925
H -15.954 -22.332 -7.697
H -17.205 -18.931 -5.156
H -13.101 -17.883 -6.437
H -5.788 -11.878 -6.892
H -22.121 -15.050 -7.170
H -7.656 -12.190 0.513
H -13.744 -15.091 -8.919
H -7.617 -12.218 -5.306
H -15.347 -17.237 -5.728
H -13.551 -13.812 -7.737
H -7.354 -9.804 -6.177
H -15.802 -12.990 -8.577
H -16.613 -7.237 -17.192
H -19.021 -8.647 -16.090
H -13.197 -15.565 -5.913
H -15.101 -19.396 -4.821
H -21.967 -18.140 -8.310
H -17.932 -20.328 -4.319
H -18.231 -7.558 -15.000
H -6.958 -9.363 1.549
H -23.875 -14.909 -5.739
H -23.406 -22.772 -6.762
H -6.820 -10.852 -0.306
H -22.345 -17.859 -6.627
H -21.460 -13.085 -6.425
H -20.661 -12.293 -13.668
H -8.398 -8.787 2.169
H -18.167 -15.037 -8.699
H -10.270 -14.455 -1.792
H -26.993 -16.916 -5.118
H -11.354 -16.378 -2.542
H -26.034 -14.315 -5.122
H -15.492 -21.008 -4.054
H -24.109 -13.554 -7.634
H -5.288 -12.627 -0.177
H -6.194 -11.172 -2.787
H -25.785 -15.477 -7.358
H -7.441 -14.389 -0.707
H -17.859 -9.794 -12.151
H -13.746 -25.854 -9.808
H -8.334 -10.912 -4.353
H -15.539 -24.687 -7.483
H -22.372 -20.737 -6.445
H -22.987 -15.939 -11.071
H -15.928 -14.430 -9.674
H -21.778 -10.890 -11.970
H -18.041 -13.731 -7.547
H -9.580 -13.235 -3.706
H -15.311 -24.087 -9.063
H -4.520 -13.343 -1.462
H -8.301 -14.474 -4.169
H -4.730 -11.333 -5.645
H -16.955 -10.526 -13.490
H -26.354 -16.836 -3.441
H -24.236 -22.232 -8.182
H -13.614 -20.582 -6.387
H -7.805 -10.395 2.757
H -22.931 -11.677 -8.833
H -15.163 -14.727 -5.419
H -15.357 -13.202 -6.315
H -22.218 -20.981 -8.083
H -21.670 -10.056 -13.559
H -24.518 -19.176 -7.080
H -24.103 -19.440 -8.714
H -5.713 -12.437 -3.727
H -2.688 -14.117 -0.052
H -23.620 -19.056 -13.635
H -6.442 -14.913 -2.044
H -25.608 -17.176 -6.936
H -16.947 -8.695 -13.054
H -21.101 -8.428 -11.714
H -15.087 -22.949 -5.492
H -14.331 -26.689 -8.375
H -24.842 -18.310 -11.844
H -19.338 -11.740 -12.576
H -9.467 -12.274 -1.124
H -12.063 -15.667 -7.202
H -19.319 -13.584 -9.998
H -4.638 -15.576 -0.357
H -5.451 -14.974 0.980
H -13.377 -17.722 -8.033
H -13.305 -21.375 -4.763
H -19.877 -9.481 -11.355
H -20.332 -8.149 -14.088
H -9.565 -10.803 1.148
H -12.620 -26.515 -8.643
H -9.026 -15.699 -2.163
H -3.465 -13.229 1.298
H -16.046 -16.540 -8.735
H -15.592 -8.482 -17.688
H -25.008 -15.866 -10.000
H -11.054 -17.474 -4.712
H -9.517 -17.420 -3.759
H -20.096 -10.487 -15.294
H -22.655 -11.966 -6.303
```